A single C3Br2F2 molecule, computed with ωB97M-V with the def2-TZVPD basis set.

Lowest unoccupied orbital energy (alpha / beta) in eV: -1.555 / -1.555
E_tot in Eh: -5461.93008
Total charge: 0
Gap between HOMO and LUMO (alpha / beta) in eV: 7.424 / 7.424

Atoms and positions in Å:
C 1.64 -0.01 -0.11
Br 0.18 0.44 2.37
F -1.98 0.55 0.40
C -0.85 0.17 -0.15
C 0.35 0.09 0.47
Br 1.74 -1.11 -1.56
F -1.08 -0.13 -1.44

=====

A molecular structure, C35H26BaIN2O4P, computed with ωB97M-V with the def2-TZVPD basis set.

Lowest unoccupied orbital energy in eV: -0.230
E_tot in Eh: -2424.37108
Total charge: 0
Gap between HOMO and LUMO in eV: 7.360

Atoms and positions in Å:
C -2.21 -1.78 -1.69
H 4.29 1.00 2.63
C -1.97 -1.39 4.86
C -5.32 2.85 -2.78
C -4.28 -0.53 -0.35
H -1.58 2.48 0.94
H -0.38 -7.85 0.09
C 7.00 0.04 0.04
H -5.20 -0.30 -2.27
H -5.07 -0.01 0.18
C -1.64 -6.13 -0.10
C -3.19 -1.01 0.36
C -3.32 -1.33 -2.39
C -2.24 -2.62 4.29
C 0.68 -6.04 0.53
C -3.58 3.07 0.49
H -6.30 3.22 -2.50
N 0.03 0.23 2.18
H -2.51 -6.70 -0.38
H -3.78 3.36 1.51
H -2.32 -1.15 5.85
C 4.71 0.60 0.57
O 3.01 0.67 -1.09
C 7.34 0.17 1.38
H -2.02 -3.84 2.55
H -2.65 -4.24 -0.20
H 1.62 -6.54 0.73
O 5.83 0.93 4.49
C -0.44 -6.78 0.17
C -0.74 -0.73 2.89
C -1.97 2.18 -1.15
C 0.61 -4.66 0.61
C -2.31 2.57 0.12
C 6.35 0.51 2.28
O 2.44 1.14 1.01
H 5.39 0.16 -1.40
H -2.81 -3.36 4.83
C 3.29 0.82 0.12
C -3.80 1.96 -4.42
H 7.75 -0.23 -0.68
C -1.72 -4.74 0.00
H -3.15 -0.88 1.44
C -2.82 1.91 -3.48
C -1.79 -2.89 3.01
C -4.35 -0.69 -1.72
C 5.04 0.73 1.91
Ba 0.34 0.86 -0.69
H -5.54 3.56 -0.20
C -0.59 -4.00 0.36
C 5.68 0.25 -0.36
H 0.14 1.08 2.72
C -4.56 3.18 -0.45
C -4.30 2.79 -1.79
H 1.49 -4.09 0.87
N 6.72 0.64 3.71
H 8.35 0.01 1.72
C -5.08 2.45 -4.06
C -2.14 -1.65 -0.30
H -1.40 -2.27 -2.23
C -1.05 -1.95 2.29
H -3.61 1.64 -5.44
P -0.61 -2.19 0.53
H -0.97 0.50 4.63
C -1.21 -0.45 4.17
C -3.01 2.30 -2.12
I -0.94 1.15 -4.05
H 0.98 -0.10 2.01
O 7.88 0.45 4.02
H -5.86 2.49 -4.81
H -3.36 -1.44 -3.47

=====

A molecular structure, C23H21Cl2N2O2RuS2, computed with ωB97M-V with the def2-TZVPD basis set.

Lowest unoccupied orbital energy (alpha / beta) in eV: -0.256 / -1.019
E_tot in Eh: -2960.76969
Total charge: 0
Gap between HOMO and LUMO (alpha / beta) in eV: 7.170 / 6.363
Spin multiplicity: 2

Atoms and positions in Å:
C -0.94 2.66 4.46
C -2.90 0.03 -2.82
C -0.76 2.77 3.09
C 4.32 -4.06 -0.16
C -2.01 -1.57 -0.58
H -0.86 1.34 6.14
H 4.28 -0.34 0.98
C -0.78 1.09 -4.24
H -4.03 0.24 -4.61
H 3.22 -5.61 -1.17
Ru 0.53 0.01 -0.10
C -2.25 0.76 0.09
H 1.68 2.76 1.15
C 0.74 2.96 0.64
H -0.24 -0.63 4.79
H 0.91 3.06 -0.43
H -0.92 3.74 2.62
H -3.25 0.92 -0.31
C 3.21 -4.58 -0.83
N -0.18 1.82 0.87
S 0.94 1.07 -2.11
C -0.38 0.33 4.32
Cl 0.74 -4.46 -1.87
C -0.73 1.43 5.07
C -0.38 1.67 2.33
H 0.31 3.89 1.01
C -2.00 0.91 -4.86
C -0.21 0.43 2.93
C 2.11 -3.80 -1.04
O 2.47 0.31 0.54
H -2.34 0.30 1.08
H -1.23 3.53 5.04
C 3.31 -0.60 0.55
S 0.09 -1.01 1.98
H 5.18 -2.36 0.79
O 0.95 -1.79 -0.85
C -1.49 2.06 0.20
N -1.49 -0.19 -0.78
H -2.07 2.81 0.75
H -1.82 -1.86 0.45
H -1.27 2.45 -0.80
H -3.73 -0.38 -2.27
H 0.05 1.52 -4.78
C -1.66 0.19 -2.19
Cl 5.70 -5.08 0.11
H -3.08 -1.63 -0.78
H -2.13 1.18 -5.90
H -1.46 -2.24 -1.24
C -3.07 0.38 -4.14
C 4.31 -2.77 0.28
C -0.59 0.74 -2.90
C 3.18 -1.95 0.07
C 2.03 -2.45 -0.60